37
Properties=species:S:1:pos:R:3:mulliken_charge:R:1 method="wB97M-V/def2-TZVPD" e_above_lowest_ev=0.1823 gap_ev=10.706 e_tot_ha=-920.202336 e_homo_ha=-0.3883
He -0.0796 0.1044 -0.1631 0.02
O -2.1605 0.2396 -2.3995 -0.72
H -2.3816 -0.1300 -1.5447 0.32
H -1.4940 -0.3507 -2.7511 0.34
O 1.1075 -2.2810 0.4278 -0.62
H 1.6965 -1.5266 0.4447 0.34
H 1.6427 -3.0103 0.7405 0.31
O 1.2370 -0.7497 -4.0882 -0.64
H 1.8115 -1.3886 -4.5101 0.28
H 0.6919 -1.2700 -3.4980 0.41
O -1.1969 2.8787 -1.7700 -0.62
H -1.4091 3.3422 -2.5803 0.30
H -1.4377 1.9688 -1.9439 0.41
O -3.1637 -0.6469 0.3656 -0.69
H -4.0367 -1.0298 0.4517 0.27
H -2.6160 -1.1628 0.9574 0.40
O 2.1514 2.9382 0.5935 -0.67
H 2.8801 3.3053 1.0939 0.31
H 1.4866 2.7349 1.2515 0.42
O 0.1223 2.3758 2.1950 -0.65
H -0.7986 2.2239 1.9827 0.38
H 0.1546 2.3559 3.1514 0.30
O 2.4223 0.0379 0.4316 -0.76
H 3.3351 0.1316 0.1593 0.26
H 2.1256 0.9342 0.5890 0.32
O -1.9051 -2.5855 2.0897 -0.73
H -1.6214 -1.9480 2.7450 0.34
H -1.0986 -2.8497 1.6470 0.33
O 3.4507 -1.0425 2.7862 -0.64
H 3.0402 -0.8217 1.9501 0.47
H 4.3068 -0.6155 2.7534 0.29
O -0.0742 -2.2516 -2.3262 -0.65
H 0.2476 -2.5368 -1.4710 0.29
H -0.5170 -3.0207 -2.6847 0.32
O -2.5013 1.9974 1.3213 -0.78
H -2.5944 2.5203 0.5249 0.30
H -2.8240 1.1297 1.0777 0.40

35
Properties=species:S:1:pos:R:3:mulliken_charge:R:1 method="wB97M-V/def2-TZVPD" e_above_lowest_ev=4.3489 gap_ev=10.090 e_tot_ha=-821.216805 charge=+1 e_homo_ha=-0.4797
N 0.2650 0.3177 0.1783 -0.23
H 0.2040 0.0777 -0.8417 0.24
H 1.3700 0.2087 0.4873 0.39
H -0.3830 -0.3003 0.7213 0.33
H -0.0630 1.1927 0.1723 0.22
O 0.2070 -0.2813 3.2673 -0.62
H 1.0010 -0.6283 3.8153 0.32
H -0.4780 -0.7913 3.6413 0.31
O 0.1850 3.0057 -1.4197 -0.39
H -0.4100 3.4677 -1.8207 0.23
H 0.8710 3.4507 -1.4517 0.17
O 1.4860 -2.5663 0.9623 -0.62
H 1.0230 -2.8553 0.0863 0.37
H 0.9140 -2.9793 1.7363 0.31
O 3.0190 0.6707 -1.2867 -0.57
H 3.8350 1.0797 -1.2927 0.29
H 2.4340 1.0917 -1.9037 0.29
O 4.1510 -1.6883 2.1173 -0.63
H 3.9990 -1.9223 3.0593 0.29
H 3.1980 -1.6153 1.6743 0.31
O -2.2190 2.4207 0.9573 -0.59
H -3.1070 2.6857 1.0653 0.27
H -1.8280 3.1737 1.3033 0.27
O -0.5080 0.2637 -3.2677 -0.59
H -0.0530 0.9397 -3.7157 0.33
H -0.9840 0.8437 -2.6457 0.26
O -2.5980 1.3287 -1.5717 -0.62
H -2.4180 1.7547 -0.7807 0.33
H -3.3960 0.8457 -1.1337 0.33
O 0.0060 -2.4683 -1.2427 -0.52
H 0.2440 -2.9523 -1.9567 0.26
H -0.7610 -2.8143 -1.0327 0.25
O -2.7570 -1.5313 0.5813 -0.53
H -3.4160 -1.0223 1.1023 0.29
H -3.0330 -2.4033 0.4363 0.27